Formula: C2H6N2O3PYb
Source: the Open Molecules 2025 dataset
Level of theory: ωB97M-V/def2-TZVPD

CARTESIAN COORDINATES (ANGSTROEM)
N (-0.6943, 0.7484, -1.8062)
P (0.5259, 0.0705, -0.6516)
O (1.8782, -0.6387, -1.5539)
N (-0.2250, -1.2579, 0.3382)
C (0.2157, -0.8918, 1.7709)
C (-0.3589, 0.6383, 2.0209)
O (-1.6513, 0.9894, 1.7869)
O (0.5738, 1.7163, 2.4756)
H (-1.2180, 1.4713, -1.2268)
H (-0.0910, 1.3076, -2.4796)
H (2.5787, 0.1013, -1.5280)
H (-1.2842, -1.2010, 0.2665)
H (1.4011, -0.7778, 1.7018)
H (-0.1304, -1.6733, 2.5701)
Yb (-1.5204, -0.6026, -3.6850)

Forces on atoms 1 to 3 (eV/Å):
-0.3 0.1 -1.9
2.7 -0.3 3.2
-1.7 1.7 0.3

Calculated values
- Net charge: +1
- Kohn-Sham gap: 2.512 eV
- F_max: 8.32 eV/Å
- HOMO: -9.910 eV